This record from the OMol25 dataset describes a cluster of 2 separate species, H2N5O2 in total in a non-equilibrium geometry. The level of theory is ωB97M-V/def2-TZVPD.

Properties
- Net charge: -1
- Gap between HOMO and LUMO (alpha / beta): 7.3 / 7.3 eV
- ΔE to the lowest compared entry with this formula, charge and spin: 168.8 kJ/mol
- HOMO (alpha / beta): -2.55 / -2.55 eV

Structure (XYZ):
```
9
Properties=species:S:1:pos:R:3:forces:R:3
N -1.627 0.728 -0.595 0.1 3.0 -2.2
N 0.135 1.122 0.197 -0.4 1.5 0.2
N 0.834 0.028 0.144 2.0 -3.2 1.1
N -2.320 -0.081 -0.200 -0.5 -1.8 0.5
N 1.924 -0.325 -0.470 -0.7 -0.7 1.2
O -2.415 -1.048 0.549 -0.3 -0.6 0.9
O 2.360 -1.448 0.051 -0.2 1.1 -1.0
H 0.536 1.698 -0.524 -0.2 0.7 -0.5
H 0.572 -0.672 0.849 0.1 0.0 -0.2
```
Forces are in eV/Å.